Here is one molecule with the formula C3H2N2O2 from the Open Molecules 2025 dataset. Energies are from wB97M-V/def2-TZVPD.

Geometry as ORCA input:
```
! RIJCOSX wB97M-V def2-TZVPD def2/J DEFGRID3
* xyz 0 1
C -0.35106 0.72189 -0.03222
H -0.55613 1.91550 -0.17438
C 0.96502 0.65311 0.06239
N -0.57601 -1.69571 -0.10143
O 1.64094 -0.55375 0.36014
O -2.37532 -0.32286 0.27529
N 0.69116 -1.77333 -0.01626
H 1.70582 1.40270 -0.40770
C -1.14441 -0.34755 0.03417
*
```

As for the HOMO energy: -10.3 eV. For the gap between HOMO and LUMO, the calculation gives 0.33527 hartree. For the energy above the lowest of the compared OMol25 structures with the same formula, charge and spin, the calculation gives 4.5088 eV. As for the maximum force: 8.3 eV/A. As for the SMILES: O=c1cconn1. The value obtained for the energy is -375.345832 hartree. The calculation puts the LUMO energy at -0.04439 Ha.

Atomic partial charges in e from the Mulliken method, atoms 1 to 4: number 1, C, carries -0.087; number 2, H, carries 0.219; number 3, C, carries 0.039; number 4, N, carries -0.041